The following is a DFT calculation (the ωB97M-V functional and the def2-TZVPD basis) of a molecular structure, C18H19ClMnN5O9PS.

XYZ file:
```
55
Properties=species:S:1:pos:R:3:forces:R:3
Mn -0.6252 -1.9117 0.9347 -0.1251 -0.1657 0.1589
O -0.4102 -1.3532 2.9665 0.0903 -0.0014 -0.0621
N 0.7484 -1.4104 3.5868 -0.1203 -0.0322 -0.0118
C 0.7114 -1.2661 4.9320 -0.0277 -0.0032 -0.0792
C 1.8400 -1.2978 5.7003 0.0681 -0.0156 -0.0736
C 3.0684 -1.4912 5.0556 -0.0369 0.0115 0.0265
C 3.0929 -1.6390 3.6948 -0.0098 0.0010 -0.0083
C 1.9214 -1.6044 2.9056 -0.0026 0.0172 0.1247
S 1.9492 -1.7973 1.2185 -0.1054 0.1253 -0.1258
H -0.2900 -1.1307 5.3097 0.0014 -0.0041 0.0144
H 1.7558 -1.1835 6.7709 0.0230 0.0017 0.0059
H 3.9894 -1.5301 5.6228 0.0051 0.0005 0.0070
H 4.0178 -1.7972 3.1592 0.0171 -0.0057 0.0236
O -2.7014 -0.7787 -5.7763 -0.0408 0.1037 0.0262
C -1.5096 -0.9436 -5.4641 -0.0231 -0.2698 -0.0383
O -0.4853 -0.9514 -6.1773 0.0641 0.0999 -0.0003
C -1.2511 -1.2268 -3.9589 0.0174 0.0737 -0.0108
C 0.0353 -1.5130 -3.5119 -0.0168 0.0004 -0.0153
C 0.2498 -1.7485 -2.1689 -0.0393 0.0026 0.0055
N -0.7338 -1.6871 -1.2667 -0.0204 0.0743 0.1458
C -1.9807 -1.4140 -1.6802 0.0695 -0.0636 -0.0506
C -2.2734 -1.1950 -3.0180 0.0239 0.0072 -0.0087
C -3.0480 -1.2770 -0.5863 -0.0332 0.2027 -0.0421
O -4.1988 -1.0492 -0.9389 -0.0240 -0.0374 0.0119
O -2.6162 -1.3543 0.6158 0.2944 -0.1457 0.0055
H 0.8387 -1.5450 -4.2348 0.0070 0.0041 -0.0042
H 1.2342 -1.9905 -1.7824 0.0032 -0.0060 0.0065
H -3.2846 -0.9748 -3.3261 -0.0101 -0.0063 0.0169
C 1.3575 4.0004 -0.5189 0.0185 -0.0038 -0.0166
N 1.4158 2.7261 -1.2218 -0.0222 0.0294 0.0129
C 0.3931 2.7291 -2.2695 0.0160 -0.0316 -0.0718
N -0.9509 3.0163 -1.7822 -0.0131 0.0309 0.0001
C -0.9290 4.2788 -1.0637 0.0116 0.0046 -0.0179
N 0.0439 4.3386 0.0310 -0.0094 0.0042 -0.0104
C -0.3289 3.4040 1.1003 -0.0031 0.0346 0.0269
P -0.4289 1.6135 0.5861 0.0373 -0.2273 -0.0714
C 1.2114 1.6049 -0.2952 0.1049 -0.0050 0.0408
C -1.4472 1.9215 -0.9411 -0.0939 0.1312 0.0620
H 1.6321 4.7893 -1.2264 0.0015 -0.0034 0.0014
H 2.0888 3.9910 0.2939 -0.0097 0.0017 0.0028
H 0.3888 1.7594 -2.7706 0.0052 0.0027 0.0000
H 0.6613 3.4970 -3.0015 0.0017 0.0000 0.0078
H -1.9256 4.4782 -0.6625 0.0022 -0.0001 0.0103
H -0.6748 5.0705 -1.7758 -0.0020 -0.0042 0.0039
H -1.2989 3.7062 1.5065 -0.0025 -0.0055 -0.0051
H 0.3960 3.4962 1.9153 0.0021 -0.0160 -0.0095
H 1.3154 0.6622 -0.8382 -0.0491 0.0237 -0.0064
H 2.0093 1.6096 0.4538 -0.0090 -0.0055 -0.0126
H -2.4764 2.1345 -0.6382 0.0038 -0.0048 -0.0211
H -1.4882 1.0122 -1.5404 0.0350 -0.0180 0.0080
O -1.2309 -6.3419 1.0181 -0.0862 -0.0648 -0.0115
Cl -0.1903 -5.3771 1.2120 0.1997 0.0419 0.0110
O 0.7585 -5.4262 0.1389 0.0424 -0.0092 -0.0602
O 0.4606 -5.5884 2.4748 0.0475 -0.0062 0.0821
O -0.8069 -4.0448 1.2330 -0.2785 0.1313 -0.0036
```
Forces are in eV/Å.

Values from the calculation:
- 2S+1 = 6
- relative energy (zero: lowest compared OMol25 entry of this formula, charge and spin) (kJ/mol) = 51.1
- total charge = -2
- strongest force on any atom (hartree/bohr) = 0.006
- molecular weight (Da) = 602.8
- HOMO (spin up / spin down) (eV) = -3.16 / -3.27
- calculated total energy (eV) = -108816.3162



The following is a DFT calculation (the ωB97M-V functional and the def2-TZVPD basis) of a molecular structure, C18H19F2N3O4 at a distorted geometry.

XYZ file:
```
46
Properties=species:S:1:pos:R:3:forces:R:3
O -0.7395 -1.9286 -1.4618 0.5504 -3.6921 -7.2171
C -0.6291 -1.3446 -0.4870 -0.8675 3.3201 5.3349
N -1.4023 -1.5523 0.5397 -3.9234 -6.5538 -2.0190
H -1.5036 -1.0664 1.3452 -0.0751 1.8586 2.7657
C -2.5201 -2.8764 0.3386 -2.6136 12.0766 3.2592
H -2.1144 -3.6644 0.1056 4.2872 -7.9128 -2.7260
C -3.8397 -2.4591 -0.2158 2.5510 5.6628 -5.5678
H -4.4157 -3.1874 -0.5861 -2.3602 -3.1503 -0.6520
C -4.6268 -1.1485 0.0924 3.3532 -1.7366 9.2085
N -3.8620 0.0517 0.1054 -0.5407 1.0933 0.2822
C -3.4373 0.9203 1.2086 -3.7353 -10.1442 -2.7886
O -3.4454 0.3540 2.2088 0.1643 -0.9242 7.4434
C -2.8382 1.8932 0.6268 2.3139 14.3494 -0.9443
H -3.5397 2.9267 1.1203 1.4577 -2.5236 -1.4503
C -2.8339 1.9571 -0.9124 -0.4571 -12.6742 8.7860
H -1.8992 1.6425 -0.9903 4.2074 -1.3196 -1.9675
H -3.0444 2.7470 -1.2241 -3.2490 12.1076 -5.1570
C -3.8668 0.8082 -1.0267 0.4446 3.4072 -3.4022
H -4.7150 1.3760 -1.4207 -1.2786 -0.5533 0.6500
H -3.5273 0.2812 -1.8209 0.6366 -2.1548 -2.8641
H -1.9362 2.2715 1.0969 0.3882 -0.6285 0.1283
H -4.9016 -1.2608 1.4013 0.4475 0.3908 -3.4667
H -5.5283 -0.9835 -0.2995 -3.4407 -0.1013 -2.2316
H -3.4536 -2.0326 -1.2075 -0.5229 -0.8846 0.0453
H -2.8720 -2.7588 1.2645 0.0648 -1.1564 4.9150
C 0.2145 -0.1647 -0.2472 -1.2121 -4.0872 -1.6549
N 0.0969 0.3623 0.8465 -0.9763 4.7391 5.6238
O 1.0696 1.6578 0.7040 -3.6582 -2.2734 4.7909
C 1.5990 1.3125 -0.3244 6.6226 2.9831 -7.6709
C 1.1803 0.2470 -1.0372 3.0537 1.5073 -4.6283
H 1.4257 -0.0039 -2.1119 -0.2672 0.1322 1.8542
C 2.7583 2.2734 -0.8750 -0.1379 -1.1253 6.1109
O 3.9143 2.1927 0.1625 -0.6213 -3.6711 -2.9175
C 4.5342 0.8448 0.2023 -1.0749 5.7282 2.2779
C 4.6139 -0.0878 -0.7467 -6.3718 8.6438 -1.7670
C 5.4286 -0.9711 -0.5157 3.8065 -13.7629 -7.1086
C 6.0953 -1.3237 0.4650 3.5945 3.0778 14.5514
C 6.0218 -0.3415 1.8908 -3.1301 2.0185 -9.0924
C 5.2489 0.8154 1.4273 1.9341 -1.9102 5.0688
H 5.0892 1.6710 2.2559 0.1272 -1.7644 -2.5145
H 6.6475 -0.5799 2.7042 0.2857 0.0910 0.9214
F 6.6555 -2.3731 1.0712 0.5395 -2.3240 -2.6820
H 5.3319 -1.9655 -1.2968 0.3866 2.6632 1.5896
F 3.9740 -0.0372 -1.9191 -0.2728 0.1604 -0.4488
H 2.9842 2.2444 -1.8665 1.0077 -0.8958 -2.5954
H 2.6088 3.2612 -0.5905 -1.4383 1.9136 -0.0727
```
Forces are in eV/Å.

Values from the calculation:
- relative energy (zero: lowest compared OMol25 entry of this formula, charge and spin) (kJ/mol) = 1775.1
- strongest force on any atom (hartree/bohr) = 0.310
- molecular weight (Da) = 379.4
- HOMO (eV) = -8.71
- calculated total energy (eV) = -37050.7415



The following is a DFT calculation (the ωB97M-V functional and the def2-TZVPD basis) of a molecular structure, C18H19F2NO10Pb at a distorted geometry.

XYZ file:
```
51
Properties=species:S:1:pos:R:3:forces:R:3
Pb -1.6730 -0.4198 -0.8739 -2.0610 -1.7885 -0.6168
C 0.3115 -0.0268 -5.1742 0.3813 0.2178 0.4193
C 0.0409 -0.3081 -3.8290 0.4169 -0.4924 -0.0162
C 0.6901 -1.5969 -3.2490 -0.8605 -0.9228 -0.2149
O 0.5996 -1.8004 -2.0272 0.2855 0.4839 0.2937
C 1.1381 -2.5830 -4.1697 0.8398 1.1195 0.2438
C 1.3211 -2.3189 -5.5355 -1.7081 -1.7177 -0.0538
C 0.9751 -0.9208 -6.0472 0.1969 1.1892 -0.1993
O 1.2599 -0.5796 -7.2140 0.2886 -0.3470 -0.2130
O 1.4590 -3.2557 -6.3670 0.8240 0.5139 -0.2598
O -0.6469 0.3907 -3.0562 0.3325 0.4532 -0.2083
H 0.2108 1.0079 -5.4915 -0.4358 -0.1158 -0.2673
H 1.3542 -3.5737 -3.7911 -0.0278 -0.0543 0.0062
C -2.1334 -0.5716 4.1316 0.0278 -0.4411 -0.1340
C -2.0739 -0.6754 2.7314 0.7337 -0.5172 0.2983
C -2.0254 -2.1461 2.1704 0.5476 -0.0893 0.1344
O -1.5774 -2.2881 1.0186 -0.2830 0.1509 0.1361
C -2.4032 -3.2361 3.0110 0.7489 1.8335 -0.4135
C -2.6492 -3.0235 4.3794 -1.9840 -2.2946 -1.1029
C -2.3149 -1.6852 4.9924 -0.2224 1.5931 0.5469
O -2.3234 -1.5049 6.2318 0.1639 -0.7268 0.1401
O -3.3149 -3.8994 5.0119 0.8334 0.6241 0.8515
O -1.8754 0.2610 1.9329 -0.0355 0.1039 0.0661
H -1.9693 0.3668 4.6523 -0.0863 0.1764 -0.2346
H -2.5814 -4.1522 2.4672 -0.0861 -0.3179 0.4294
F -2.7338 -2.2516 -2.0218 0.4873 0.7275 0.3363
F -4.0125 0.4886 -0.8422 0.6182 0.2988 -0.0670
C -2.4732 3.1764 -0.9551 -1.2880 1.5999 1.2590
O -1.4250 2.2962 -0.8393 1.0290 -0.0820 -0.6263
C -0.2769 2.9250 -0.3362 0.1891 0.0904 0.2885
C 0.9652 2.0626 -0.1598 -0.1916 -0.8372 1.2227
N 0.6049 0.7691 0.4479 0.6768 1.1457 0.3118
C 1.7128 -0.1049 0.7174 -0.4259 -2.3304 -0.3433
C 2.6779 0.0877 1.8670 0.4539 1.7874 -0.8454
O 3.4025 1.3352 1.6912 -0.3734 0.7726 -0.6481
C 4.3848 1.6237 2.6165 -0.2460 -0.2797 0.8217
H -2.2360 4.1229 -1.4768 0.2599 -0.4481 -0.6895
H -2.7598 3.5984 0.0353 0.1837 -0.3996 0.1681
H -3.3964 2.7099 -1.2904 0.3715 -0.5508 -0.4033
H -0.5485 3.2831 0.6700 0.0890 0.2832 -0.0263
H 0.0348 3.7767 -0.9615 -0.3102 0.1598 0.0057
H 1.5595 2.5761 0.6107 0.2723 0.5370 -0.5303
H 1.5987 1.8898 -1.0277 -0.3596 0.0356 -0.3116
H 0.1361 0.9862 1.3296 -0.4898 -0.4363 -0.2253
H 2.2093 -0.4343 -0.2007 0.1696 0.7175 -0.1766
H 1.2440 -1.0754 0.9652 -0.0648 0.1020 0.1659
H 3.4813 -0.6493 1.7795 -0.5143 -0.6971 0.6804
H 2.0901 0.1751 2.7864 0.4395 -0.4986 0.3208
H 3.9694 1.6596 3.6401 0.1326 -0.3380 0.0238
H 4.7919 2.6287 2.4778 -0.0108 -0.0652 -0.5217
H 5.2006 0.8844 2.5717 0.0717 0.0718 0.1786
```
Forces are in eV/Å.

Values from the calculation:
- relative energy (zero: lowest compared OMol25 entry of this formula, charge and spin) (kJ/mol) = 1.4
- total charge = -4
- strongest force on any atom (hartree/bohr) = 0.063
- molecular weight (Da) = 654.5
- HOMO (eV) = 3.15
- calculated total energy (eV) = -51614.0380